31
Properties=species:S:1:pos:R:3 method="wB97M-V/def2-TZVPD" charge=+1 molar_mass_g_mol=471.20 max_force_ev_per_a=0.5 e_lumo_ev="-4.27 / -7.13" e_above_lowest_kcal_mol=0.00 multiplicity=3 gap_ev="7.99 / 5.96"
Au -0.327 0.389 -0.797
O -0.341 -2.654 1.993
C -0.628 -1.868 1.132
N 0.254 -0.833 0.740
C 1.430 -0.620 1.517
C 2.160 0.635 1.103
C 3.435 0.896 1.574
C 4.056 2.074 1.188
C 3.387 2.947 0.345
C 2.119 2.606 -0.088
N 1.520 1.479 0.293
C -1.922 -1.875 0.376
C -2.889 -2.821 0.647
C -4.078 -2.766 -0.073
C -4.249 -1.776 -1.025
C -3.227 -0.860 -1.241
N -2.098 -0.921 -0.547
H 2.073 -1.507 1.422
H 1.161 -0.597 2.581
H 3.931 0.190 2.226
H 5.053 2.304 1.538
H 3.837 3.873 0.018
H 1.561 3.247 -0.758
H -2.705 -3.571 1.403
H -4.859 -3.491 0.111
H -5.159 -1.703 -1.603
H -3.303 -0.069 -1.975
O -0.130 2.549 -4.023
N -0.016 1.845 -3.072
O -1.066 1.643 -2.291
O 1.020 1.254 -2.716

***

37
Properties=species:S:1:pos:R:3 method="wB97M-V/def2-TZVPD" charge=0 molar_mass_g_mol=416.00 max_force_ev_per_a=0.5 e_lumo_ev="-2.52 / -2.06" multiplicity=5 gap_ev="7.57 / 8.14"
Mn 0.060 0.838 -1.145
O -1.332 -1.747 -3.771
C -1.042 -1.302 -2.696
O -0.494 -0.082 -2.581
C -1.344 -2.027 -1.422
C -1.789 -3.343 -1.527
C -2.113 -4.050 -0.390
C -2.032 -3.493 0.881
C -1.595 -2.197 0.962
C -1.238 -1.433 -0.159
O -0.842 -0.183 0.060
N -1.488 -1.542 2.273
O -0.388 -1.504 2.779
O -2.504 -1.066 2.731
N -2.573 -5.443 -0.516
O -2.817 -6.040 0.513
O -2.622 -5.917 -1.630
H -1.876 -3.792 -2.505
H -2.302 -4.062 1.758
B 4.605 1.140 -2.066
C 3.046 1.147 -1.908
N 1.902 1.196 -1.708
H 4.957 2.203 -1.615
H 4.975 0.205 -1.400
H 4.842 1.024 -3.237
N 2.298 4.295 2.326
C 1.159 3.774 1.824
C 1.198 2.833 0.772
N 0.071 2.342 0.281
C -1.105 2.744 0.794
C -1.111 3.672 1.816
N -0.001 4.185 2.329
H 3.197 3.932 2.065
H 2.231 4.883 3.138
H 2.127 2.498 0.333
H -2.009 2.301 0.403
H -2.049 4.009 2.240

***

29
Properties=species:S:1:pos:R:3 method="wB97M-V/def2-TZVPD" charge=-1 molar_mass_g_mol=490.37 max_force_ev_per_a=2.2 e_lumo_ev="2.41 / 2.41" multiplicity=4 gap_ev="5.05 / 5.05"
C -2.313 -0.546 -0.249
C -2.335 -1.035 1.104
C -2.021 0.070 1.974
H -2.656 -2.007 1.462
C -1.699 1.204 1.167
C -1.882 0.824 -0.208
H -1.847 1.521 -1.045
H -2.565 -1.094 -1.161
H -2.078 0.058 3.065
H -1.582 2.209 1.539
Er 0.130 -0.570 0.665
Br 2.345 -1.320 -0.437
C 2.109 1.089 -3.107
C 0.963 1.884 -3.403
C -0.061 1.011 -3.893
H 0.885 2.968 -3.304
C 0.463 -0.317 -3.900
C 1.808 -0.268 -3.432
H 2.478 -1.117 -3.308
H 3.048 1.438 -2.684
H -1.053 1.314 -4.235
H -0.070 -1.215 -4.203
F 0.397 -0.266 5.290
C 1.330 -0.933 4.546
F 2.538 -0.381 4.810
F 1.292 -2.232 4.932
C 0.943 -0.804 3.052
O 1.099 0.313 2.446
O 0.332 -1.800 2.518

***

27
Properties=species:S:1:pos:R:3 method="wB97M-V/def2-TZVPD" charge=-1 molar_mass_g_mol=433.39 max_force_ev_per_a=7.2 e_lumo_ev="2.41 / 0.62" e_above_lowest_kcal_mol=48.61 multiplicity=8 gap_ev="7.40 / 5.65"
C -1.159 -0.805 -2.169
C -1.209 -1.792 -1.176
C -1.922 -1.258 -0.075
H -0.748 -2.762 -1.215
C -2.326 0.048 -0.405
C -1.829 0.349 -1.681
H -1.948 1.286 -2.197
H -0.685 -0.898 -3.129
H -2.082 -1.745 0.869
H -2.861 0.720 0.237
Gd 0.015 -0.046 -0.349
Br 0.823 -1.890 1.231
C 1.983 1.098 0.004
C 1.163 1.865 -0.858
C 1.000 1.140 -2.047
H 0.710 2.810 -0.618
C 1.707 -0.086 -1.918
C 2.338 -0.086 -0.666
H 2.932 -0.882 -0.261
H 2.245 1.350 1.014
H 0.431 1.452 -2.903
H 1.762 -0.872 -2.650
N -0.151 0.450 1.978
C -0.162 0.720 3.102
N -0.062 0.962 4.464
C -0.006 -0.115 5.342
N 0.039 -1.014 6.077

***

34
Properties=species:S:1:pos:R:3 method="wB97M-V/def2-TZVPD" charge=-2 molar_mass_g_mol=467.61 max_force_ev_per_a=3.6 e_lumo_ev=5.23 gap_ev=5.09
C 0.140 3.519 0.070
C 1.432 2.927 -0.054
C 1.490 1.805 0.835
C 0.246 1.745 1.543
C -0.594 2.792 1.055
Cd 0.029 -0.005 -0.796
C 0.256 0.770 -2.940
C -1.154 1.194 -2.964
C -1.738 1.947 -3.953
N -1.941 0.657 -1.821
H 2.340 1.147 1.002
H 2.241 3.283 -0.688
H -0.005 1.032 2.319
H -1.605 3.004 1.394
H -0.214 4.395 -0.467
H 1.012 1.552 -3.027
H -2.715 1.286 -1.581
H 0.493 -0.147 -3.492
H -1.149 2.259 -4.806
H -2.788 2.193 -3.897
F 1.056 -2.991 -0.733
C 1.388 -2.972 0.598
F 1.633 -4.250 0.980
F 2.546 -2.268 0.692
C 0.245 -2.280 1.440
O 0.050 -1.003 1.026
C -1.111 -3.094 1.291
F -1.014 -4.370 1.755
F -2.116 -2.476 1.957
F -1.483 -3.154 -0.020
C 0.662 -2.168 2.969
F 0.903 -3.375 3.550
F 1.782 -1.409 3.092
F -0.315 -1.544 3.676

***

29
Properties=species:S:1:pos:R:3 method="wB97M-V/def2-TZVPD" charge=-1 molar_mass_g_mol=373.56 max_force_ev_per_a=3.4 e_lumo_ev=1.64 e_above_lowest_kcal_mol=41.37 gap_ev=3.96
C 2.231 -1.655 -1.444
C 1.146 -1.216 -2.281
C -0.067 -1.698 -1.736
H 1.262 -0.671 -3.215
C 0.200 -2.315 -0.521
C 1.615 -2.286 -0.326
H 2.160 -2.793 0.498
H 3.277 -1.443 -1.564
H -1.024 -1.589 -2.178
H -0.520 -2.772 0.131
Y 2.056 0.147 0.071
Cl 2.317 2.245 -1.082
C -2.110 2.315 0.117
C -2.748 1.062 0.425
C -2.870 0.340 -0.767
H -3.044 0.731 1.424
C -2.338 1.136 -1.831
C -1.862 2.359 -1.252
H -1.330 3.117 -1.784
H -1.775 3.027 0.858
H -3.254 -0.661 -0.878
H -2.251 0.832 -2.878
F 0.239 -1.245 2.824
C 0.434 0.014 2.358
F -0.504 0.755 2.974
C 1.751 0.468 2.935
F 2.092 0.097 4.184
F 2.938 -0.124 2.136
F 1.981 1.824 2.798

***

30
Properties=species:S:1:pos:R:3 method="wB97M-V/def2-TZVPD" charge=+2 molar_mass_g_mol=286.53 max_force_ev_per_a=5.9 e_lumo_ev=-9.07 gap_ev=5.93
Mg -0.774 -1.322 -1.936
O -3.202 -1.187 0.728
C -2.350 -1.147 -0.056
C 1.509 -0.411 -2.226
O 2.555 -0.066 -2.539
C -1.321 1.031 -2.107
O -1.669 2.105 -2.375
C 0.375 -2.710 -0.326
O 0.878 -3.529 0.331
C -2.322 -3.241 -4.324
H -2.451 -4.100 -3.620
H -3.180 -2.524 -4.374
C -1.190 -3.029 -4.968
H -1.030 -2.120 -5.595
H -0.308 -3.699 -4.836
N 1.041 3.425 4.522
C 1.827 2.479 3.926
O 2.955 2.284 4.379
C 1.242 1.764 2.748
C -0.022 1.982 2.193
C -0.504 1.252 1.089
N 0.230 0.294 0.462
C 1.472 0.074 0.975
C 1.963 0.779 2.088
H 1.331 3.939 5.328
H 0.065 3.649 4.282
H -0.681 2.721 2.591
H -1.519 1.449 0.689
H 2.126 -0.695 0.498
H 2.953 0.553 2.454

***

24
Properties=species:S:1:pos:R:3 method="wB97M-V/def2-TZVPD" charge=0 molar_mass_g_mol=182.23 max_force_ev_per_a=19.7 e_lumo_ev=0.09 e_above_lowest_kcal_mol=147.40 gap_ev=9.36
C -0.493 0.075 0.346
C 0.646 0.001 -0.437
C 1.966 -0.277 0.068
C 2.601 -1.509 -0.369
C 3.901 -1.632 0.246
N 4.555 -0.807 0.927
C 3.955 0.289 1.202
C 2.608 0.574 0.946
C -1.956 0.259 -0.165
C -2.210 0.731 -1.304
C -3.621 1.061 -1.737
N -4.638 0.878 -0.836
C -4.235 0.384 0.368
C -3.003 0.060 0.753
H -0.552 -0.294 1.315
H 0.343 0.131 -1.408
H 2.257 -2.243 -0.887
H 4.019 -2.662 -0.079
H 4.605 1.073 1.893
H 2.381 1.474 1.066
H -1.669 0.860 -1.918
H -3.853 1.089 -2.791
H -4.972 0.403 1.011
H -2.942 -0.426 1.672

***

45
Properties=species:S:1:pos:R:3 method="wB97M-V/def2-TZVPD" charge=-4 molar_mass_g_mol=601.35 max_force_ev_per_a=7.8 e_lumo_ev="7.34 / 7.34" e_above_lowest_kcal_mol=78.59 multiplicity=2 gap_ev="3.11 / 3.16"
O 21.837 4.738 -17.892
V 20.436 5.331 -17.458
S 18.084 3.647 -16.883
O 18.108 4.989 -17.336
O 17.603 3.850 -15.519
O 17.188 2.887 -17.759
O 19.483 3.438 -16.996
S 20.500 6.876 -15.156
O 19.652 6.820 -13.975
O 21.401 7.988 -15.274
O 21.103 5.609 -15.457
O 19.637 6.948 -16.310
S 20.988 7.142 -19.583
O 20.595 8.503 -19.842
O 21.684 7.225 -18.308
O 19.905 6.293 -19.132
O 21.672 6.429 -20.640
C 26.126 4.746 -15.623
C 26.838 5.745 -15.031
C 26.563 7.082 -15.325
C 25.489 7.363 -16.216
C 24.817 6.301 -16.832
C 25.087 4.991 -16.548
N 25.094 8.746 -16.385
O 25.788 9.606 -15.831
O 23.987 9.010 -16.872
H 26.295 3.691 -15.470
H 27.614 5.471 -14.331
H 27.036 7.911 -14.819
H 24.029 6.517 -17.539
H 24.449 4.226 -16.966
C 25.417 3.192 -19.779
C 26.751 3.454 -19.481
C 27.140 4.750 -19.571
C 26.218 5.736 -19.888
C 24.882 5.461 -20.206
C 24.491 4.151 -20.064
N 26.673 7.145 -19.898
O 25.880 7.980 -19.541
O 27.801 7.378 -20.403
H 25.083 2.184 -19.585
H 27.497 2.751 -19.142
H 28.184 4.916 -19.348
H 24.155 6.221 -20.449
H 23.429 3.964 -20.134

***

33
Properties=species:S:1:pos:R:3 method="wB97M-V/def2-TZVPD" charge=0 molar_mass_g_mol=334.32 max_force_ev_per_a=4.0 smiles="COC(=O)c1c(C)sc2c(O)cc(C(=O)Nn3cnnn3)nc12" e_lumo_ev=-0.53 gap_ev=8.76
C -2.930 1.292 -2.188
O -2.158 0.570 -1.220
C -2.190 1.072 0.042
O -2.568 2.201 0.334
C -1.825 0.200 1.159
C -2.665 -0.094 2.220
C -4.100 0.422 2.356
S -1.921 -1.246 3.337
C -0.405 -1.250 2.374
C 0.826 -1.879 2.581
O 1.057 -2.674 3.689
C 1.889 -1.568 1.705
C 1.686 -0.716 0.598
C 2.743 -0.494 -0.420
O 3.901 -0.925 -0.328
N 2.450 0.248 -1.541
N 3.254 0.374 -2.725
C 4.623 0.434 -2.964
N 4.836 0.737 -4.216
N 3.610 0.821 -4.781
N 2.669 0.655 -3.897
N 0.453 -0.141 0.441
C -0.527 -0.411 1.278
H -2.963 0.754 -3.133
H -3.959 1.426 -1.850
H -2.520 2.270 -2.333
H -4.099 1.249 3.097
H -4.822 -0.365 2.639
H -4.461 0.771 1.391
H 0.278 -2.691 4.279
H 2.875 -1.981 1.820
H 1.563 0.706 -1.532
H 5.400 0.233 -2.213

***

24
Properties=species:S:1:pos:R:3 method="wB97M-V/def2-TZVPD" charge=0 molar_mass_g_mol=186.21 max_force_ev_per_a=6.9 smiles=Oc1ccccc1-c1ccccc1O e_lumo_ev=0.64 e_above_lowest_kcal_mol=42.85 gap_ev=8.87
O -0.669 2.047 0.342
C -1.409 0.957 -0.006
C -2.736 0.994 0.226
C -3.562 -0.034 0.032
C -2.913 -1.264 -0.148
C -1.541 -1.342 -0.494
C -0.634 -0.164 -0.487
C 0.782 -0.103 -0.397
C 1.674 0.171 -1.415
C 3.077 0.184 -1.116
C 3.502 -0.187 0.203
C 2.593 -0.194 1.277
C 1.203 -0.205 0.942
O 0.336 -0.369 1.836
H 0.234 2.081 -0.197
H -3.004 2.003 0.308
H -4.627 0.129 0.128
H -3.561 -2.101 -0.468
H -1.018 -2.340 -0.627
H 1.447 0.401 -2.389
H 3.859 0.639 -1.697
H 4.613 -0.359 0.264
H 2.986 -0.430 2.292
H -0.632 -0.516 1.588

***

44
Properties=species:S:1:pos:R:3 method="wB97M-V/def2-TZVPD" charge=+1 molar_mass_g_mol=649.83 max_force_ev_per_a=1.4 e_lumo_ev=-7.02 e_above_lowest_kcal_mol=0.00 gap_ev=6.04
V 0.757 0.388 0.298
B 2.075 -0.370 3.232
N 2.807 -0.920 1.962
C 3.966 -1.566 1.925
C 4.326 -1.794 0.598
C 3.301 -1.247 -0.141
N 2.384 -0.723 0.696
N 0.545 -0.667 2.987
C -0.336 -1.067 3.884
C -1.601 -1.182 3.292
C -1.411 -0.828 1.987
N -0.098 -0.499 1.799
H 2.246 0.805 3.351
H 2.411 -1.043 4.160
H 4.461 -1.815 2.849
H 5.211 -2.280 0.230
H 3.174 -1.190 -1.208
H -0.011 -1.251 4.895
H -2.519 -1.483 3.762
H -2.110 -0.775 1.173
Br 0.412 -3.618 1.379
C 0.150 -3.144 -0.422
C -0.231 -4.150 -1.315
C -0.344 -3.844 -2.654
C -0.043 -2.551 -3.080
C 0.316 -1.641 -2.113
N 0.382 -1.906 -0.804
C 0.704 -0.259 -2.479
O 0.590 0.310 -3.505
O 1.283 0.414 -1.376
H -0.420 -5.147 -0.944
H -0.641 -4.603 -3.365
H -0.082 -2.254 -4.118
O -2.025 1.828 -1.745
N -1.237 1.547 -0.930
O -0.371 2.304 -0.407
O -1.096 0.332 -0.456
F 1.592 1.589 1.127
As -1.282 3.672 1.367
F -0.683 2.340 2.273
F -2.639 2.680 1.019
F -1.886 4.585 2.625
F -1.705 4.633 0.033
F 0.308 4.253 1.267

***

26
Properties=species:S:1:pos:R:3 method="wB97M-V/def2-TZVPD" charge=0 molar_mass_g_mol=314.12 max_force_ev_per_a=0.5 smiles="C#CCC1=CC(=O)C=C(CCCI)C1=O" e_lumo_ev=-1.17 gap_ev=8.41
C 3.401 -1.221 -0.809
C 3.013 -0.310 -0.129
C 2.513 0.794 0.697
C 1.183 1.293 0.183
C 1.002 1.963 -0.949
C -0.377 2.378 -1.328
O -0.599 3.418 -1.903
C -1.450 1.442 -0.901
C -1.291 0.758 0.229
C -2.257 -0.260 0.760
C -2.073 -1.597 0.021
C -0.690 -2.181 0.305
I -0.620 -4.286 0.019
C -0.034 1.004 0.999
O -0.003 0.965 2.207
H 3.779 -2.028 -1.388
H 2.382 0.430 1.716
H 3.245 1.601 0.701
H 1.823 2.227 -1.603
H -2.337 1.348 -1.515
H -2.042 -0.411 1.820
H -3.279 0.099 0.662
H -2.860 -2.293 0.296
H -2.126 -1.384 -1.048
H 0.062 -1.771 -0.367
H -0.364 -1.979 1.323

***

25
Properties=species:S:1:pos:R:3 method="wB97M-V/def2-TZVPD" charge=0 molar_mass_g_mol=310.21 max_force_ev_per_a=5.6 e_lumo_ev=-0.32 e_above_lowest_kcal_mol=8.76 gap_ev=7.67
C -1.568 -3.116 0.363
C -0.360 -3.798 -0.151
C -1.463 -1.774 0.724
C 0.765 -3.091 -0.523
C -0.265 -1.072 0.369
C 0.771 -1.740 -0.270
C -1.100 1.299 1.286
C -1.317 2.544 0.781
C -0.187 0.422 0.449
C 0.867 1.029 -0.278
C -0.575 3.033 -0.449
C 0.861 2.535 -0.436
Si 2.263 0.069 -1.026
I 4.360 0.048 0.326
H -2.470 -3.694 0.672
H -0.359 -4.917 -0.237
H -2.311 -1.023 1.155
H 1.675 -3.602 -0.769
H -1.534 0.895 2.097
H -2.197 3.116 1.111
H -1.115 2.755 -1.380
H -0.574 4.057 -0.392
H 1.490 2.935 0.358
H 1.403 2.849 -1.398
H 2.941 0.242 -2.379

***

26
Properties=species:S:1:pos:R:3 method="wB97M-V/def2-TZVPD" charge=+1 molar_mass_g_mol=199.23 max_force_ev_per_a=1.5 e_lumo_ev=-4.90 e_above_lowest_kcal_mol=45.58 gap_ev=8.23
C 3.075 1.115 0.647
C 2.886 0.668 -0.669
C -1.145 -0.883 1.847
C 2.123 0.865 1.596
C -0.014 -0.193 2.225
C 1.725 0.039 -1.044
C -1.368 -1.133 0.503
C 0.933 0.183 1.257
C 0.705 -0.179 -0.105
C -2.635 1.811 -0.152
C -2.234 1.849 0.973
C -0.809 -1.037 -1.787
N -1.510 -2.063 -2.027
N -0.487 -0.779 -0.435
O -1.887 -2.401 -3.239
H 3.986 1.632 0.901
H 3.667 0.814 -1.399
H -1.879 -1.198 2.570
H 2.272 1.165 2.621
H 0.165 0.059 3.260
H 1.628 -0.318 -2.055
H -2.268 -1.621 0.160
H -3.011 1.769 -1.132
H -1.590 -1.789 -3.950
H -1.897 1.958 1.961
H -0.432 -0.331 -2.526

***

24
Properties=species:S:1:pos:R:3 method="wB97M-V/def2-TZVPD" charge=0 molar_mass_g_mol=156.23 max_force_ev_per_a=6.4 e_lumo_ev=0.58 e_above_lowest_kcal_mol=128.13 gap_ev=8.64
C 3.529 -1.192 0.177
C 2.332 -0.268 -0.076
C 2.525 1.162 -0.170
C 1.415 1.943 -0.213
C 0.019 1.369 -0.251
C -1.228 2.023 0.036
C -2.521 1.336 0.184
C -2.421 -0.125 -0.052
C -3.491 -1.325 -0.171
C -1.200 -0.749 0.056
C -0.003 -0.033 -0.093
C 1.128 -0.902 -0.127
H 4.295 -0.785 0.912
H 4.083 -1.574 -1.128
H 3.014 -2.231 0.732
H 3.477 1.690 0.321
H 1.554 3.026 -0.270
H -1.280 3.137 0.340
H -3.367 1.851 0.469
H -4.034 -1.225 0.803
H -4.448 -1.118 -0.843
H -2.829 -2.354 -0.390
H -1.565 -1.697 -0.037
H 1.016 -1.959 -0.207